# 1
{"formula": "C2H9N3O2", "method": "ωB97M-V with the def2-TZVPD basis set", "energy_ha": -396.22059, "relative_energy_kj_mol": 417.9, "orbital_gap_ev": 8.3, "elements": ["C", "N", "H", "H", "H", "H", "H", "C", "N", "N", "O", "O", "H", "H", "H", "H"], "coordinates": [[-0.857, -0.191, 1.240], [0.171, 0.174, 2.214], [0.292, -0.574, 2.890], [1.067, 0.257, 1.743], [-1.753, -0.539, 1.764], [-1.174, 0.704, 0.703], [-0.400, -1.314, 0.646], [0.198, -0.754, -0.858], [0.967, 1.445, -1.189], [-0.680, -0.465, -1.843], [1.253, 0.111, -0.715], [0.357, -1.937, -0.398], [0.992, 2.022, -0.350], [1.784, 1.683, -1.748], [-0.794, 0.503, -2.104], [-1.422, -1.126, -1.993]]}


# 2
{"formula": "CF4N2O", "method": "ωB97M-V with the def2-TZVPD basis set", "energy_ha": -622.03556, "relative_energy_kj_mol": 653.0, "orbital_gap_ev": 10.6, "elements": ["O", "C", "F", "N", "F", "N", "F", "F"], "coordinates": [[1.472, -0.719, -1.718], [1.349, -0.380, -0.612], [2.257, -0.084, 0.242], [0.099, 0.015, -0.073], [0.284, 0.395, 1.302], [-1.563, 0.124, -0.182], [-1.872, 1.368, 0.305], [-2.026, -0.717, 0.735]]}


# 3
{"formula": "C3H9NO2S", "method": "ωB97M-V with the def2-TZVPD basis set", "energy_ha": -722.94857, "relative_energy_kj_mol": 577.0, "orbital_gap_ev": [8.1, 7.5], "elements": ["C", "C", "C", "N", "O", "O", "S", "H", "H", "H", "H", "H", "H", "H", "H", "H"], "coordinates": [[-1.520, 1.088, 0.945], [1.889, -0.218, -0.449], [0.929, 0.274, -1.466], [-0.749, -1.425, 0.899], [-2.478, -0.618, -0.925], [1.592, 0.064, 0.903], [-1.271, -0.349, -0.143], [-1.610, 1.953, 0.317], [-2.492, 0.940, 1.443], [-0.661, 1.039, 1.496], [2.243, -1.390, -0.642], [2.805, 0.265, -0.576], [0.837, -0.321, -2.301], [0.990, 1.440, -1.724], [-1.374, -2.226, 0.998], [0.870, -0.517, 1.226]]}


# 4
{"formula": "C4H6O", "method": "ωB97M-V with the def2-TZVPD basis set", "energy_ha": -231.16301, "relative_energy_kj_mol": 159.4, "orbital_gap_ev": 8.9, "elements": ["C", "C", "C", "C", "O", "H", "H", "H", "H", "H", "H"], "coordinates": [[1.054, 0.493, 0.144], [-0.513, 0.574, 0.623], [-0.737, -0.776, 0.061], [-0.924, -1.105, -1.246], [-0.476, -1.316, -2.312], [1.178, 0.390, -0.936], [1.644, -0.206, 0.729], [1.431, 1.487, 0.387], [-0.995, 1.385, 0.076], [-0.610, 0.607, 1.706], [-1.050, -1.532, 0.768]]}